{"formula": "C81H181N7O25S6", "method": "ωB97M-V/def2-TZVPD", "gap_ev": 8.33, "homo_energy_ev": -8.126, "total_energy_ev": -213548.6150, "elements": ["S", "S", "S", "S", "S", "S", "O", "O", "O", "O", "O", "O", "O", "O", "O", "O", "O", "O", "O", "O", "O", "O", "O", "O", "O", "O", "O", "O", "O", "O", "O", "N", "N", "N", "N", "N", "N", "N", "C", "C", "C", "C", "C", "C", "C", "C", "C", "C", "C", "C", "C", "C", "C", "C", "C", "C", "C", "C", "C", "C", "C", "C", "C", "C", "C", "C", "C", "C", "C", "C", "C", "C", "C", "C", "C", "C", "C", "C", "C", "C", "C", "C", "C", "C", "C", "C", "C", "C", "C", "C", "C", "C", "C", "C", "C", "C", "C", "C", "C", "C", "C", "C", "C", "C", "C", "C", "C", "C", "C", "C", "C", "C", "C", "C", "C", "C", "C", "C", "C", "H", "H", "H", "H", "H", "H", "H", "H", "H", "H", "H", "H", "H", "H", "H", "H", "H", "H", "H", "H", "H", "H", "H", "H", "H", "H", "H", "H", "H", "H", "H", "H", "H", "H", "H", "H", "H", "H", "H", "H", "H", "H", "H", "H", "H", "H", "H", "H", "H", "H", "H", "H", "H", "H", "H", "H", "H", "H", "H", "H", "H", "H", "H", "H", "H", "H", "H", "H", "H", "H", "H", "H", "H", "H", "H", "H", "H", "H", "H", "H", "H", "H", "H", "H", "H", "H", "H", "H", "H", "H", "H", "H", "H", "H", "H", "H", "H", "H", "H", "H", "H", "H", "H", "H", "H", "H", "H", "H", "H", "H", "H", "H", "H", "H", "H", "H", "H", "H", "H", "H", "H", "H", "H", "H", "H", "H", "H", "H", "H", "H", "H", "H", "H", "H", "H", "H", "H", "H", "H", "H", "H", "H", "H", "H", "H", "H", "H", "H", "H", "H", "H", "H", "H", "H", "H", "H", "H", "H", "H", "H", "H", "H", "H", "H", "H", "H", "H", "H", "H", "H", "H", "H", "H", "H", "H", "H", "H", "H", "H", "H", "H"], "xyz": [[2.04751, -5.87724, -0.82035], [-0.91076, 6.23934, 4.13485], [-4.31502, 0.20130, -4.40131], [-5.62741, -1.25494, 0.80823], [-2.43418, 1.55137, 3.25623], [-0.35720, 0.47529, -0.84114], [-6.27548, -0.89115, 2.10790], [1.70021, 3.68770, 1.06440], [-6.50239, 2.67876, -0.43682], [-5.80536, -2.69565, 0.78134], [-1.69284, 0.77677, -0.45204], [-6.22725, -0.50553, -0.26373], [1.96710, -5.60184, 0.54343], [-1.90796, 0.19814, 3.34630], [0.13204, -0.87167, -0.20149], [-3.14763, -0.96025, -4.48908], [-5.14448, 0.08089, -5.50788], [3.55875, -6.08201, -1.21422], [-3.58121, 1.41384, -4.13225], [-1.98449, 6.97033, 4.68864], [-0.66812, -4.12921, -3.34783], [-1.05270, 6.40523, 2.55585], [1.35295, -4.95061, -1.74606], [6.18147, -4.29733, 2.70360], [0.62929, 1.21347, 9.71884], [-1.64078, 2.96000, -5.86638], [2.11001, -1.87102, -2.87073], [-0.65507, 4.89042, 4.45919], [-3.69692, 1.83065, 2.62771], [-2.42397, 2.11227, 4.70941], [0.74160, 1.41635, -0.59490], [3.48404, -2.30587, -3.08355], [-2.05297, -4.47409, -3.63642], [-0.02984, 0.79174, 8.55414], [5.77560, -3.70805, 4.00000], [3.03402, 3.92391, 1.46693], [-5.94871, 2.96552, -1.70959], [-0.34053, 2.48416, -5.39383], [-0.09255, -1.89881, 1.90984], [3.89673, -1.29738, -0.88983], [3.84154, 3.65945, -0.95950], [0.18103, -1.44190, 9.73824], [4.19598, -2.47455, 2.49409], [-6.43845, 3.80305, -3.88738], [4.31742, -1.22838, -2.39260], [-3.64238, -2.18521, -5.04107], [1.72331, 1.36096, -6.05201], [6.35929, -1.38441, 3.34465], [-1.32006, -6.92260, -4.40286], [-1.98692, -5.55478, -4.71200], [3.59655, 2.82007, 2.21303], [2.50257, 2.33723, -5.16950], [3.71316, 1.45696, 1.44465], [-3.31992, 3.16569, 5.22453], [0.29420, 3.61998, -4.63630], [-2.85577, -4.64308, -2.47624], [-5.09689, -0.28994, -2.97627], [0.52367, -0.75193, 1.23395], [-2.34754, -5.71333, -1.44401], [-0.75195, -0.46424, 8.91752], [5.74075, -1.64504, -2.69726], [-2.89647, -3.33997, -1.61361], [0.63814, 2.86690, -7.79548], [0.40705, 4.96005, -5.40227], [-1.22262, -4.98378, -5.88848], [0.17695, 0.13399, 6.15990], [3.43435, -2.79616, 5.61501], [0.41097, 1.91091, -6.56264], [-3.68078, 2.97486, -0.89175], [1.54245, -7.61067, -1.14240], [0.79907, 2.45638, 7.03684], [5.20312, 4.78037, 0.78550], [-3.84099, -0.83332, 0.87462], [-7.10313, 3.48272, -2.57425], [0.80310, 0.92152, 7.32774], [1.64379, 3.02754, -4.08530], [0.56111, 7.21330, 4.23822], [5.07595, 3.17871, 2.64582], [-0.59329, 3.82760, -3.41645], [-1.26416, 2.47645, 2.31277], [4.26309, -3.95916, 5.90884], [3.09105, -1.64468, -5.53545], [3.80512, 4.51293, 0.28278], [4.34914, -1.78252, 4.89268], [4.31268, -4.84751, -1.14889], [-4.27455, -5.00293, -2.91394], [-4.32846, 4.39461, -2.79948], [-0.34567, -1.23970, 6.52323], [-5.11105, 5.01494, -0.55248], [5.16265, -2.40571, 3.68701], [2.79892, -3.94467, -4.71106], [-0.71001, 5.48551, 0.46167], [3.62716, -2.60987, -4.53615], [-0.42028, -0.05198, -2.52960], [-3.41663, -5.83336, -5.17716], [-6.62858, 0.56381, 2.30625], [-8.13854, 0.73136, 1.98617], [-3.37395, -2.15803, -6.54977], [6.06109, -1.93244, -4.16299], [-5.42105, 4.94501, -3.75206], [2.24227, 0.48186, 7.55513], [2.84241, 2.64096, 3.47067], [3.08353, 5.85024, -0.03895], [5.09758, -3.01785, -4.67667], [-4.74814, 3.86041, -1.48857], [-4.40169, -6.08839, -3.99409], [-0.44161, 0.78070, -6.98572], [0.01780, 5.92941, 1.65375], [-7.93217, 4.55034, -1.92076], [4.82932, -4.69924, 4.60629], [-1.33528, -1.07106, 7.64694], [4.08901, 0.25251, -2.87042], [3.74461, -5.29166, 3.70215], [5.83858, 3.53459, 1.43454], [5.66186, -5.18595, -0.45396], [-8.00803, 2.32266, -2.87611], [-3.72366, 2.81309, 6.67163], [-1.92979, -0.05140, 9.79772], [5.72179, -5.93315, 5.12966], [5.19621, -3.70110, 6.48741], [-2.29243, 2.45650, -5.35703], [-4.63643, -2.32507, -4.72084], [-0.91287, 0.75159, -3.00202], [3.95210, -0.83885, 4.54828], [3.73883, -4.16907, -0.55111], [3.09587, 3.07672, -5.78273], [-1.20394, 2.04162, 1.34983], [-3.83675, 3.58449, -3.27538], [-3.81837, -3.02886, -7.03145], [6.78754, 3.87076, 1.80094], [0.49364, -1.89446, 6.80368], [5.81995, -2.60856, -2.15841], [-2.92635, 2.46196, 7.26738], [0.60283, -7.78428, -0.59157], [-4.16959, 3.29045, 4.53952], [-0.04942, 4.69849, -0.04278], [5.52925, -5.50538, 0.59348], [-1.37341, 1.12244, -7.56182], [1.45465, 2.43363, -3.17171], [-2.07732, -6.76845, -1.77737], [-5.86922, 0.43867, -2.73416], [-3.72377, -4.97653, -5.81942], [-1.64336, 0.45859, 10.74503], [5.21459, -6.66948, 5.70847], [-0.21314, 2.85488, 7.07042], [-0.69705, 2.82576, -2.93024], [-7.27852, 3.95216, -4.57882], [6.14951, -5.94827, -1.03906], [-0.85429, -1.73733, 5.71418], [2.84788, 1.04262, 0.97091], [6.86432, -1.84707, 2.48956], [0.51027, -2.81805, 1.84083], [3.31294, 1.72983, -4.78429], [-0.03199, -1.79988, 2.96579], [4.55957, -4.52985, -2.14400], [1.74664, -3.72388, -4.94594], [5.82599, 2.75838, 0.69526], [6.41905, -1.02141, -2.12180], [4.23380, -5.43298, 2.75767], [4.59990, -3.06839, 1.63972], [-4.96474, 5.11903, -4.68156], [-8.44430, 4.16659, -1.07579], [-1.85910, -3.16422, -1.22476], [-0.94143, 6.31019, -0.28490], [-1.38828, -3.92059, -6.05721], [0.11748, 0.01208, -7.59280], [4.75328, 0.36251, -3.74620], [5.88721, 5.21582, -0.01478], [1.77585, 2.53533, 3.28945], [-4.22918, -7.08904, -3.51092], [-3.54311, 5.17666, -2.66655], [1.60118, 2.88986, 0.49352], [3.47356, -6.31184, 4.07998], [3.17883, 1.77444, 4.01117], [-8.23446, 0.70528, 0.88759], [5.89416, -0.41092, 3.09065], [4.57020, 0.98904, -2.20755], [0.51467, 8.06207, 3.53437], [1.42220, -7.78261, -2.18260], [0.56592, -0.25302, -2.89241], [-2.76836, 4.07999, 5.29245], [3.15878, -2.77399, 2.79742], [-0.68256, 0.66631, 5.79920], [4.96507, 4.09989, 3.18902], [-1.62576, 4.98213, 0.78496], [-5.47293, -1.33912, -2.93917], [2.71291, 0.22368, 6.61325], [-3.08384, -2.96449, -4.57490], [-8.74669, 4.84644, -2.66810], [2.28609, -8.33651, -0.74653], [-4.44871, -0.06767, -2.15152], [-0.19283, -5.19771, -5.72490], [-6.50658, 1.72426, -0.34500], [-5.81593, 1.10305, 1.79367], [-7.45030, 5.46081, -1.66085], [-2.49510, 0.63195, 9.17845], [-1.52429, 3.54211, 2.25735], [0.27203, 0.27834, 1.53463], [4.49271, 2.86398, -0.74096], [-3.74958, 2.07782, -1.58572], [-3.77812, 0.20660, 1.12799], [-5.88929, 5.87014, -3.39338], [2.89304, 3.52913, 4.08865], [0.94523, 0.10364, 5.39435], [3.94202, 0.66033, 2.21846], [3.82189, -4.77337, 6.49075], [2.79179, 1.22882, 8.13180], [2.92148, -4.44541, -3.78778], [-0.42616, -2.01252, 10.38803], [-2.62505, 3.33394, -0.83598], [0.86029, 5.67001, -4.69627], [-4.29299, 3.60367, 7.10669], [-1.38239, -5.29960, -1.01872], [-1.14586, -2.12943, 1.67856], [-3.76148, -1.25281, -7.01201], [2.90909, 3.22544, -1.20125], [3.10016, -0.56967, -0.61585], [-8.36624, 1.76552, 2.21139], [-5.50028, -6.11409, -4.24160], [-4.89754, -4.12328, -3.30073], [2.78463, -4.73344, 3.64749], [-3.99086, 2.59986, 0.02880], [1.45213, 3.49953, -7.65325], [1.59815, -0.80330, 1.39280], [3.43525, -2.07296, -6.52018], [2.07100, 5.62873, -0.34584], [4.22744, 4.14211, -1.82881], [6.04722, -6.42107, 4.23673], [5.31259, -3.20744, -5.76150], [2.33396, 1.32458, -7.00305], [-5.71405, 5.82411, -0.95964], [-3.16662, -2.46406, -2.25477], [-7.52041, 1.64220, -3.51773], [3.46088, -0.63973, -5.35409], [7.00988, -1.26233, 4.13305], [-6.37629, 0.69213, 3.41436], [1.63753, -2.58142, -2.46659], [7.08800, -4.54605, 2.88058], [-1.53541, 4.31150, -3.61609], [-2.30275, -2.17673, -6.76690], [-0.08365, 4.39071, -2.54961], [-1.63419, -7.73120, -5.10352], [-1.78974, -2.08382, 7.89623], [6.57376, -5.52099, 5.72570], [-8.34495, 1.77663, -1.97964], [-8.79043, -0.02922, 2.47280], [1.64043, 0.31687, -5.66247], [4.86454, -1.07848, -0.25979], [1.33765, 2.99749, 7.74849], [2.22027, 3.86453, -3.72567], [0.74658, 2.30803, -8.70358], [6.25424, -4.26632, -0.41332], [3.59547, 6.38269, -0.86797], [3.06829, 0.59296, -2.93825], [1.09772, 2.70555, 6.02865], [2.56729, -3.08128, 4.97255], [2.32227, -0.41842, 8.11464], [-1.47928, -5.51103, -6.79479], [4.50434, 1.48091, 0.64867], [-5.55407, 4.68478, 0.34702], [-2.15592, -0.35403, 7.41684], [4.04944, -1.48628, 2.13757], [1.98309, -1.65357, -5.55599], [5.28489, 5.53132, 1.58123], [-1.04668, -0.92148, -2.47482], [0.78217, -2.12498, 9.06836], [-3.46343, -1.54278, 1.55768], [5.10532, -1.46286, 5.60002], [-0.23889, -6.75580, -4.39673], [-4.83688, -5.26541, -2.02959], [0.58962, 5.12517, 2.20355], [-3.32683, -6.69764, -5.87494], [-3.67635, -3.34045, -0.82120], [-0.32479, -4.86841, -2.77176], [3.60549, -2.28058, -0.70481], [-1.61472, -7.34394, -3.45668], [-4.19347, 5.44669, -0.24229], [-0.72920, 0.34090, -6.06782], [0.61229, 6.79309, 1.42344], [3.02594, 6.50363, 0.84244], [6.04992, -1.06403, -4.84466], [5.17256, -4.03820, -4.28306], [0.88903, -0.83257, 10.28323], [-2.61059, -0.91207, 9.98894], [-3.40346, -0.87861, -0.15568], [-0.27900, 2.44788, 2.81886], [0.49835, 2.11914, 9.77216], [3.17231, -4.62014, -5.50463], [-3.03835, -5.86081, -0.61682], [7.10753, -2.16943, -4.26584], [0.64144, 7.53930, 5.23675], [-0.19325, 3.64071, -8.05537], [-5.87373, 2.90634, -4.23246], [3.07562, -2.37568, 6.60213], [0.97257, 4.83533, -6.28093], [-0.57954, 5.32268, -5.75215], [-4.45847, 2.05316, 6.57624], [-8.86080, 2.62321, -3.54009], [5.51484, 2.38392, 3.20909], [1.49190, 6.60345, 4.04950]], "mulliken_charge": [0.98, 1.14, 0.49, 1.30, 0.14, 0.90, -0.39, 3.28, -0.60, -0.73, 0.30, -0.65, -0.66, -0.54, 0.17, 0.08, -0.78, -0.44, -0.24, -0.72, 0.79, -0.58, -0.52, -0.24, -0.62, -0.69, 2.15, -0.19, -0.74, 0.23, -0.26, 0.33, 0.02, 0.47, -0.12, -0.08, 1.31, 1.39, -0.71, -0.05, -1.50, -1.77, -0.20, -0.91, 2.01, 0.12, 0.08, -1.85, -1.30, 1.69, 1.78, -1.11, 0.42, 0.33, 1.47, 1.91, 0.46, 2.56, -1.14, 1.23, -1.06, -1.21, -1.99, -1.74, -1.47, -0.41, 1.16, 2.09, -0.12, -1.20, -2.15, -1.48, 1.53, 1.39, 2.84, 0.37, -1.05, -1.63, -1.60, 1.06, -1.87, -1.37, 2.31, -1.40, 1.50, -1.22, -0.13, -0.41, -2.24, 1.96, -1.54, -0.45, 1.47, 0.25, -0.96, 0.74, -1.13, -1.67, -1.15, -1.84, -1.80, -1.58, -2.10, -1.16, 1.98, -0.98, -1.82, 0.46, -1.81, 1.99, -1.11, -0.98, -1.16, -0.68, -1.64, -1.67, -1.52, -1.63, -2.10, 0.33, 0.13, 0.61, -0.66, -0.27, 0.30, 0.54, -0.64, -0.69, 0.34, 0.45, 0.03, 0.17, 0.13, 0.38, 0.22, -0.64, 0.22, 0.30, -1.27, 0.15, -0.21, 0.02, 0.36, 0.43, 0.41, -0.23, 0.62, 0.51, 0.38, -0.45, 0.44, 0.16, 0.42, -0.40, -0.92, -0.03, 0.47, 0.47, -0.02, 0.28, 0.73, 0.31, 0.08, 0.52, -0.01, 0.41, 0.56, 0.29, -0.96, 0.28, 0.69, -0.97, 0.50, 0.39, 0.14, 0.17, 0.01, 0.39, 0.33, -0.46, -0.12, -0.49, -0.57, 0.50, 0.10, 0.63, 0.03, -0.28, 0.40, 0.35, -0.78, 0.15, 0.12, -0.46, 0.36, 0.25, 0.42, -0.62, 0.03, -0.29, -1.37, 0.43, 0.80, 0.46, -1.06, 0.44, 0.42, 0.16, 0.56, -0.42, 0.36, 0.52, 0.11, 0.04, 0.46, 0.15, -0.83, 0.39, 0.49, 0.01, 0.11, 0.35, 0.58, -1.08, 0.39, 0.16, 0.74, 0.50, 0.39, 0.64, 0.36, -0.26, 0.47, 0.32, 0.51, 0.23, -0.53, 0.32, 0.77, 0.16, 0.00, 0.29, 0.37, 0.39, 0.19, 0.37, -1.76, 0.28, 0.75, 0.70, 0.50, 0.26, 0.49, -0.41, -0.08, -0.02, 0.42, 0.44, 0.01, 0.36, 0.29, -0.02, 0.05, 0.36, -0.10, 0.20, 0.64, 0.63, 0.19, 0.71, -0.34, 0.57, 0.47, -0.09, -0.63, 0.39, 0.55, 0.12, 0.84, 0.35, 0.43, 0.40, 0.38, 0.38, -0.77, -0.98, 0.34, 0.32, 0.44, 0.53, 0.49, 0.17, -0.08, -0.28, 0.44, 0.33, 0.44, 0.46, 0.40, 0.16]}